DFT (ωB97M-V/def2-TZVPD) results for a 13-piece molecular cluster, C28H45FN14O2PS overall.

Properties
M: 691.8 g mol⁻¹
orbital gap: 5.831 eV

ORCA input file:
```
! wB97M-V def2-TZVPD RIJCOSX def2/J DEFGRID3
* xyz 1 1
C 2.2817 2.3553 2.5673
C 1.2656 3.4003 1.7929
C 0.0272 2.5339 1.1185
F 0.5994 1.5159 0.2055
S -1.0534 1.7882 2.4986
O -2.3359 0.8661 1.8570
C -1.9144 -0.5218 1.5454
N -1.3863 -1.6836 1.2987
P -1.9161 3.5578 3.4435
N -3.4028 3.8641 2.5074
O -2.2317 3.1627 5.1099
H 2.6109 2.8845 3.5673
H 3.2108 2.0697 1.8762
H 1.7781 1.3248 2.8497
H 0.8991 4.1699 2.6208
H 1.8584 4.0581 0.9950
H -0.6706 3.3284 0.5784
H -3.0753 4.2508 1.5722
H -3.9699 4.6016 2.9804
H -1.5961 2.3897 5.3058
C 0.4926 1.0425 -2.9328
C 0.8866 2.2874 -3.7109
N 1.2135 3.3201 -4.3564
H 0.4533 1.2682 -1.8635
H -0.4911 0.6944 -3.2596
H 1.2257 0.2492 -3.1027
C -0.4737 6.3867 -3.9100
C 0.1102 7.2625 -2.8135
N 0.5946 7.9891 -1.9038
H -0.5690 6.9617 -4.8352
H 0.1801 5.5288 -4.0897
H -1.4617 6.0253 -3.6120
C 4.4689 1.1095 -3.4575
C 3.7845 -0.2471 -3.4966
N 3.2168 -1.3725 -3.5292
H 3.8273 1.8363 -2.9517
H 5.4162 1.0337 -2.9165
H 4.6669 1.4568 -4.4753
C 3.0213 -4.8852 -2.4318
C 3.0465 -5.9402 -1.3378
N 3.0675 -6.8153 -0.4303
H 3.3391 -5.3250 -3.3812
H 2.0083 -4.4891 -2.5444
H 3.6978 -4.0655 -2.1749
C -6.7074 3.9804 5.7487
C -6.3134 5.2252 4.9706
N -5.9865 6.2580 4.3251
H -6.7467 4.2060 6.8180
H -7.6911 3.6323 5.4219
H -5.9743 3.1870 5.5788
C 5.4722 -9.6394 -0.2664
C 5.8637 -10.9090 -1.0046
N 6.1885 -11.9624 -1.6170
H 6.3680 -9.1280 0.0966
H 4.9279 -8.9701 -0.9385
H 4.8327 -9.8857 0.5857
C -8.1747 8.9187 3.7397
C -9.0815 10.0719 3.3420
N -9.8337 11.0287 3.0121
H -8.1212 8.8453 4.8294
H -8.5673 7.9803 3.3385
H -7.1685 9.0820 3.3440
C -10.9132 4.3584 4.9282
C -10.1122 4.4532 6.2165
N -9.4476 4.5318 7.2852
H -11.9827 4.3376 5.1549
H -10.7007 5.2225 4.2927
H -10.6456 3.4455 4.3891
C 6.8135 -1.9985 -6.3039
C 7.3974 -1.1227 -5.2074
N 7.8818 -0.3961 -4.2977
H 6.7182 -1.4235 -7.2291
H 7.4673 -2.8564 -6.4836
H 5.8255 -2.3599 -6.0059
C 1.6085 -6.7733 2.9808
C 1.6337 -7.8283 4.0747
N 1.6547 -8.7034 4.9823
H 1.9263 -7.2132 2.0314
H 0.5955 -6.3772 2.8682
H 2.2849 -5.9536 3.2377
C -0.0202 -11.6859 2.8015
C 0.3738 -10.4410 2.0234
N 0.7006 -9.4083 1.3779
H -0.0595 -11.4603 3.8708
H -1.0040 -12.0340 2.4747
H 0.7128 -12.4793 2.6316
C 4.9578 -0.0568 -9.7689
C 5.7015 0.5914 -8.6125
N 6.3185 1.1290 -7.6532
H 4.1032 -0.6247 -9.3909
H 4.5975 0.7120 -10.4581
H 5.6251 -0.7343 -10.3085
*
```

Atom charges from the Mulliken analysis, given in e for atoms 1 to 2: C -0.846; C -0.416

DFT (ωB97M-V/def2-TZVPD) results for a 2-piece molecular cluster, C4H4O2 overall.

Properties
M: 84.1 g mol⁻¹
orbital gap (spin up / spin down): 8.358 / 7.768 eV

ORCA input file:
```
! wB97M-V def2-TZVPD RIJCOSX def2/J DEFGRID3
* xyz 0 1
C -1.9797 0.7457 -0.5008
C -1.5428 1.6803 0.3522
C -0.5535 0.5855 -0.4773
C 0.4403 -0.4462 -0.5276
O -2.8732 -0.9788 0.1360
O -0.2626 1.9009 -0.1575
H -1.7982 2.0654 1.2552
H 1.3988 -0.2403 0.0009
H 0.4485 -0.9041 -1.4973
H 0.2966 -1.4707 0.0398
*
```

Atom charges from the Mulliken analysis, given in e for atoms 1 to 2: C -0.096; C -0.069

DFT (ωB97M-V/def2-TZVPD) results for one molecule with the formula C4H4O3.

Properties
M: 100.1 g mol⁻¹
orbital gap: 9.691 eV

ORCA input file:
```
! wB97M-V def2-TZVPD RIJCOSX def2/J DEFGRID3
* xyz 0 1
C 0.2473 1.7029 -0.6139
C 0.0640 0.7491 0.5610
O 0.0653 1.1108 1.7110
C 0.1428 -0.8162 0.3015
O 1.2781 -1.2232 0.1578
C -0.8183 -2.0437 0.2781
O -1.3917 -2.3923 -0.7186
H 1.1373 1.4513 -1.2021
H 0.3491 2.7318 -0.2472
H -0.6217 1.6466 -1.2750
H -0.5595 -2.7363 1.1112
*
```

Atom charges from the Mulliken analysis, given in e for atoms 1 to 2: C -1.016; C 0.638

DFT (ωB97M-V/def2-TZVPD) results for C4H15O4 as an isolated structure.

Properties
M: 127.2 g mol⁻¹
orbital gap: 7.797 eV

ORCA input file:
```
! wB97M-V def2-TZVPD RIJCOSX def2/J DEFGRID3
* xyz -1 1
C -0.1381 1.1220 0.1992
O 0.0035 1.9570 -0.9745
C 1.2213 1.1933 0.9291
C 1.9974 0.1230 1.5376
C 1.1385 -0.7440 2.4736
H -1.0223 1.4437 0.7927
H -0.1414 0.0492 -0.0948
H 1.2356 2.1272 1.4419
H 2.1059 1.4231 -0.0435
H 2.8124 0.7742 2.0275
H 2.4573 -0.3934 0.7825
H -0.0046 -0.8584 2.1067
H 1.2680 -0.3836 3.5267
H 1.3374 -1.7491 2.6183
H -1.7389 0.8055 -3.1108
H -0.4422 1.3368 -1.9867
O -1.3079 0.6308 -2.4435
H -2.3758 -1.8724 -1.1697
H -2.8792 -0.4323 -1.0997
O -3.1246 -1.4136 -0.7780
H -0.2843 -2.2532 -1.8371
H -1.1234 -0.9083 -2.3975
O -0.9947 -1.9774 -2.5000
*
```

Atom charges from the Mulliken analysis, given in e for atoms 1 to 2: C 0.071; O -0.769

DFT (ωB97M-V/def2-TZVPD) results for a 11-piece molecular cluster, C81H165N11O11 overall.

Properties
M: 1469.3 g mol⁻¹
orbital gap (spin up / spin down): 8.514 / 8.558 eV

ORCA input file:
```
! wB97M-V def2-TZVPD RIJCOSX def2/J DEFGRID3
* xyz 0 9
C 0.6700 4.9307 0.3091
C 2.1676 5.2915 -0.2240
C 1.9847 5.9142 -1.7069
C 3.1105 6.8336 -2.2115
C 3.3156 7.8806 -1.1323
C 3.7338 7.3003 0.2555
N 2.7747 6.2505 0.7338
O 2.7946 5.9478 2.1377
C 5.1969 6.7596 0.1287
C 3.8223 8.5772 1.1118
C 2.9342 3.9654 -0.2301
H 0.0210 4.3887 -0.3786
H 0.0930 5.8347 0.5037
H 0.7793 4.4557 1.2841
H 1.8621 5.1132 -2.4359
H 1.0327 6.4447 -1.7265
H 2.7704 7.3403 -3.1147
H 4.0529 6.3337 -2.4353
H 2.4241 8.4996 -1.0313
H 4.0431 8.5144 -1.6392
H 5.6305 6.4242 1.0709
H 5.2839 5.8468 -0.4606
H 5.9338 7.4591 -0.2661
H 4.4580 9.3355 0.6546
H 2.8577 9.0684 1.2395
H 4.0297 8.4480 2.1741
H 4.0093 4.1446 -0.2378
H 2.7379 3.3554 -1.1119
H 2.8278 3.5113 0.7551
C -0.1971 4.6569 -5.3643
C -1.6879 4.8975 -4.8609
C -1.9538 6.3532 -5.3374
C -3.4285 6.6421 -5.0923
C -4.3881 5.6093 -5.8199
C -4.0705 4.1585 -5.4121
N -2.6193 3.9659 -5.5349
O -2.2761 2.5192 -5.6020
C -4.7527 4.0346 -4.0775
C -4.9106 3.3242 -6.3605
C -1.6108 4.9299 -3.3112
H 0.0614 3.6546 -5.0228
H 0.4301 5.4404 -4.9391
H -0.1661 4.7348 -6.4511
H -1.4682 7.1081 -4.7190
H -1.5875 6.4132 -6.3622
H -3.6362 7.6494 -5.4534
H -3.6285 6.6473 -4.0208
H -4.2980 5.7038 -6.9021
H -5.4247 5.7669 -5.5218
H -4.7842 4.8717 -3.3801
H -5.7794 3.6742 -4.1414
H -4.4264 3.0847 -3.6541
H -4.6010 3.4597 -7.3968
H -4.8400 2.2567 -6.1517
H -5.9729 3.5620 -6.3054
H -0.8984 4.1554 -3.0270
H -2.5806 4.7408 -2.8509
H -1.3014 5.8939 -2.9074
C 3.8917 -3.4863 -4.4679
C 5.5225 -3.3240 -4.4219
C 5.9883 -4.6954 -3.8677
C 6.1585 -5.8087 -4.9008
C 7.0636 -5.2954 -6.0386
C 6.6028 -3.9399 -6.6538
N 6.2652 -2.9133 -5.6502
O 5.9773 -1.5725 -6.1792
C 7.6900 -3.4804 -7.6051
C 5.3838 -4.3343 -7.4536
C 5.7286 -2.3316 -3.3021
H 3.4560 -2.5762 -4.8801
H 3.2312 -3.6887 -3.6248
H 3.5381 -4.2641 -5.1448
H 6.9366 -4.4915 -3.3705
H 5.3931 -5.0194 -3.0139
H 5.2090 -6.1748 -5.2914
H 6.5939 -6.7642 -4.6082
H 7.0436 -6.0681 -6.8071
H 8.0451 -5.1809 -5.5784
H 8.2428 -4.3339 -7.9974
H 7.2408 -3.0193 -8.4847
H 8.3508 -2.8173 -7.0467
H 5.0608 -3.5340 -8.1194
H 5.5486 -5.1906 -8.1077
H 4.5009 -4.7572 -6.9743
H 6.7964 -2.1134 -3.2880
H 5.6528 -2.7037 -2.2804
H 5.1278 -1.4227 -3.3342
C -2.9423 2.6882 5.9555
C -3.0264 1.2794 5.2487
C -1.6731 0.5625 5.4945
C -1.5402 -0.0208 6.8881
C -2.6440 -1.0436 6.9892
C -4.0854 -0.4635 6.8242
N -4.1734 0.4044 5.6401
O -5.4992 0.9366 5.3415
C -4.9720 -1.6764 6.6553
C -4.5802 0.2835 8.1357
C -2.9746 1.5494 3.7600
H -2.6468 2.6334 7.0032
H -3.9332 3.1424 5.9502
H -2.2733 3.3807 5.4445
H -1.7907 -0.3231 4.8700
H -0.7511 1.0631 5.1988
H -1.5156 0.6721 7.7292
H -0.5806 -0.5378 6.8921
H -2.5580 -1.4731 7.9873
H -2.6123 -1.9323 6.3589
H -5.9943 -1.4026 6.9159
H -5.1327 -2.0092 5.6298
H -4.5686 -2.6179 7.0280
H -4.1506 1.2850 8.1134
H -5.6629 0.3998 8.0869
H -4.3432 -0.3424 8.9960
H -2.9912 0.6572 3.1341
H -2.2310 2.2597 3.3986
H -3.9159 1.9375 3.3710
C 4.6945 -1.5346 2.3475
C 6.1063 -1.6776 1.6376
C 7.2912 -0.9625 2.4250
C 7.7083 -1.8733 3.5756
C 8.2694 -3.1843 3.0859
C 7.2039 -4.0082 2.3342
N 6.5379 -3.1232 1.3074
O 5.5138 -3.7915 0.4936
C 7.9690 -5.0514 1.5897
C 6.2796 -4.6114 3.4462
C 6.0726 -0.8238 0.3093
H 4.8428 -2.1849 3.2095
H 3.8587 -1.8789 1.7383
H 4.4041 -0.5374 2.6782
H 8.1225 -0.6868 1.7761
H 6.9815 0.0458 2.6996
H 6.9292 -1.9044 4.3373
H 8.5566 -1.3209 3.9797
H 8.4516 -3.6892 4.0346
H 9.1917 -2.9925 2.5376
H 7.3742 -5.5009 0.7946
H 8.8852 -4.6675 1.1410
H 8.2106 -5.9132 2.2117
H 6.7160 -5.4481 3.9916
H 5.9423 -3.9212 4.2194
H 5.4061 -4.9805 2.9086
H 5.4324 -1.1915 -0.4925
H 7.0377 -0.8202 -0.1973
H 5.7422 0.1820 0.5688
C -7.3310 1.1861 -1.6716
C -7.5085 0.3207 -2.9308
C -6.0805 0.3803 -3.6460
C -4.9733 -0.6209 -3.1642
C -5.5374 -1.9956 -3.0345
C -6.9161 -2.0556 -2.2477
N -7.9074 -1.0769 -2.7450
O -9.2967 -1.3631 -2.2247
C -7.3672 -3.5245 -2.7913
C -6.7408 -1.9155 -0.8101
C -8.4617 1.1580 -3.7631
H -6.4925 0.9255 -1.0258
H -8.3016 1.0775 -1.1876
H -7.0582 2.2086 -1.9328
H -6.4147 0.1358 -4.6543
H -5.7252 1.4101 -3.6094
H -4.7623 -0.2718 -2.1534
H -4.0848 -0.5376 -3.7901
H -4.7864 -2.5950 -2.5200
H -5.6069 -2.4212 -4.0356
H -8.2944 -3.9566 -2.4149
H -7.4491 -3.4622 -3.8764
H -6.6203 -4.2788 -2.5439
H -7.6767 -1.9162 -0.2515
H -6.2660 -2.8672 -0.5714
H -6.0963 -1.0696 -0.5709
H -8.8391 0.5347 -4.5738
H -8.0593 2.0709 -4.2020
H -9.3025 1.4544 -3.1359
C 2.0678 -1.8147 -1.1422
C 1.2610 -0.5050 -0.7179
C 1.1940 0.2913 -2.0437
C 0.2149 1.4368 -2.0509
C -1.1332 0.9714 -1.5323
C -1.1436 0.2305 -0.1938
N -0.1314 -0.8762 -0.2757
O -0.1082 -1.6490 0.9652
C -1.0310 1.2679 0.9302
C -2.6320 -0.2710 -0.0364
C 2.1340 0.3189 0.2298
H 2.9286 -1.6154 -1.7804
H 1.4888 -2.5408 -1.7130
H 2.4598 -2.3321 -0.2665
H 2.1320 0.8107 -2.2396
H 0.9578 -0.3016 -2.9273
H 0.0281 1.7566 -3.0760
H 0.5477 2.3091 -1.4883
H -1.6781 0.5225 -2.3628
H -1.6215 1.9278 -1.3456
H -1.0367 0.7836 1.9067
H -0.0467 1.7359 0.9451
H -1.8015 2.0384 0.9560
H -2.9068 -0.6634 0.9426
H -3.4166 0.4161 -0.3533
H -2.7677 -1.0733 -0.7617
H 2.0409 0.0237 1.2749
H 1.7906 1.3533 0.2470
H 3.2134 0.2533 0.0933
C -0.7387 -5.8927 0.9179
C -1.7548 -6.3971 1.9030
C -1.7214 -5.4336 3.0776
C -2.5295 -4.1279 2.9729
C -3.9180 -4.3569 2.3665
C -3.9830 -5.1970 1.0841
N -3.0947 -6.4139 1.2691
O -3.4509 -7.5666 0.5118
C -5.4903 -5.5564 0.9042
C -3.4995 -4.4132 -0.1365
C -1.1606 -7.6828 2.5030
H -0.7567 -4.8312 0.6710
H -0.7596 -6.3536 -0.0696
H 0.2932 -6.1057 1.1972
H -2.0442 -5.9169 3.9997
H -0.6741 -5.1664 3.2188
H -1.9289 -3.3206 2.5539
H -2.7182 -3.7566 3.9801
H -4.3231 -3.3875 2.0763
H -4.6722 -4.6898 3.0796
H -6.2077 -4.7615 1.1082
H -5.8069 -6.0577 -0.0105
H -5.8454 -6.2364 1.6785
H -2.6265 -3.7876 0.0498
H -3.2237 -5.1091 -0.9288
H -4.2913 -3.7928 -0.5563
H -0.9971 -8.5419 1.8524
H -1.9109 -8.1052 3.1714
H -0.2287 -7.3622 2.9687
C 0.7422 -2.8821 4.3272
O 0.4172 -2.3533 5.3778
N 1.9556 -3.4981 4.2407
C 2.3170 -4.0663 2.9033
C 2.9520 -3.6713 5.3395
H 0.2674 -2.8694 3.3339
H 1.6885 -3.7892 2.0570
H 2.2018 -5.1456 3.0026
H 3.3326 -3.8031 2.6076
H 3.7535 -2.9674 5.1154
H 2.5792 -3.2496 6.2729
H 3.2851 -4.6999 5.4783
C 2.9809 2.5596 3.3894
O 3.8500 1.8802 2.8064
N 2.0482 2.1240 4.2465
C 1.1998 3.0704 5.0311
C 1.9474 0.6553 4.4778
H 2.9279 3.6513 3.2568
H 0.1382 2.9377 4.8227
H 1.5242 4.0815 4.7849
H 1.2355 3.0039 6.1185
H 0.9331 0.3181 4.2645
H 2.5838 -0.0140 3.8989
H 2.0951 0.5651 5.5540
C -4.1841 3.2157 0.3946
O -4.0402 2.9052 -0.7929
N -3.7114 4.2960 0.9689
C -4.2528 4.8974 2.1826
C -2.7973 5.2298 0.3170
H -4.7890 2.7291 1.1753
H -4.8084 4.1840 2.7912
H -4.9008 5.7498 1.9786
H -3.5476 5.2245 2.9466
H -3.3863 5.9659 -0.2302
H -2.1722 5.6310 1.1148
H -2.1146 4.6978 -0.3456
*
```

Atom charges from the Mulliken analysis, given in e for atoms 1 to 2: C -1.485; C 1.658

DFT (ωB97M-V/def2-TZVPD) results for a 2-piece molecular cluster, C3H6O2 overall.

Properties
M: 74.1 g mol⁻¹
orbital gap: 8.804 eV

ORCA input file:
```
! wB97M-V def2-TZVPD RIJCOSX def2/J DEFGRID3
* xyz 0 1
O 0.4372 -1.7476 0.1746
C -0.0931 -2.2689 -0.7660
H -0.8169 -1.7285 -1.4066
H 0.1100 -3.2968 -1.1086
C -1.2960 1.3883 0.3191
C -0.0246 1.7762 0.2395
O 1.0349 0.9535 0.0978
H -2.0523 2.1004 0.6169
H -1.6437 0.4222 -0.0238
H 0.2721 2.8162 0.2842
H 0.7000 0.0355 0.1414
*
```

Atom charges from the Mulliken analysis, given in e for atoms 1 to 2: O -0.476; C -0.013